{"formula": "H22KrO11", "method": "ωB97M-V with the def2-TZVPD basis set", "elements": ["Kr", "O", "H", "H", "O", "H", "H", "O", "H", "H", "O", "H", "H", "O", "H", "H", "O", "H", "H", "O", "H", "H", "O", "H", "H", "O", "H", "H", "O", "H", "H", "O", "H", "H"], "coordinates": [[-0.12, -0.10, -0.59], [2.19, -1.62, 1.95], [1.99, -0.81, 2.41], [2.75, -1.36, 1.22], [1.19, 2.44, -2.45], [0.28, 2.56, -2.72], [1.65, 3.20, -2.82], [-3.72, -1.93, -1.20], [-3.21, -2.03, -0.40], [-4.63, -1.91, -0.90], [2.27, 3.06, 0.06], [1.57, 2.83, 0.67], [1.92, 2.86, -0.81], [2.82, 0.04, -2.94], [2.42, -0.75, -3.30], [2.09, 0.52, -2.54], [-3.18, 2.06, 0.33], [-3.76, 1.65, -0.30], [-3.21, 1.49, 1.10], [-2.93, -0.02, 2.03], [-3.82, -0.24, 2.30], [-2.57, -0.85, 1.69], [3.77, -0.78, -0.35], [4.52, -0.18, -0.34], [3.35, -0.64, -1.20], [0.61, -3.31, 0.38], [0.67, -3.17, -0.56], [1.03, -2.55, 0.78], [0.22, 2.44, 1.91], [-0.57, 2.32, 1.39], [0.11, 3.31, 2.30], [-2.06, -2.51, 1.06], [-2.41, -3.39, 1.20], [-1.21, -2.65, 0.64]], "homo_lumo_gap_ev": 10.56, "largest_force_ev_per_a": 1.14, "e_above_lowest_ev": 0.000, "homo_ha": -0.38525, "multiplicity": 1}